Record 1
ORCA calculation (ωB97M-V with the def2-TZVPD basis set) on C14H14N4S5SbTc as an isolated structure at a distorted geometry.

```
39
Properties=species:S:1:pos:R:3:forces:R:3
Tc 7.1509 11.3922 8.9504 -0.5 -0.9 0.1
N 11.2708 12.0028 7.5022 0.3 -0.9 -1.4
C 10.1245 11.9627 8.1334 -0.5 0.6 0.9
S 8.9563 10.6973 7.6205 0.1 -0.6 -0.6
N 9.8834 12.7345 9.1442 0.4 0.2 0.0
N 8.6814 12.5294 9.7562 -0.6 -0.1 -0.1
C 8.4864 13.0008 10.9421 -0.1 0.0 -0.4
C 7.1654 12.8045 11.5637 0.8 0.0 -0.3
C 6.9186 13.1979 12.8659 -1.3 -0.5 -0.7
C 5.6388 12.9111 13.3693 1.3 0.5 -0.6
C 4.7283 12.2786 12.5868 -1.0 -1.1 -0.2
C 5.0402 11.9002 11.2839 0.6 0.1 -0.5
N 6.2646 12.1588 10.7641 -1.1 -0.3 0.9
H 11.4879 11.4915 6.6537 -0.4 -0.1 0.3
H 11.9514 12.6723 7.7375 0.8 1.0 0.6
H 9.2990 13.5261 11.4221 0.1 0.1 0.2
H 7.6160 13.7014 13.4919 0.7 0.3 0.1
H 5.4012 13.2301 14.3430 -0.3 0.2 1.1
H 3.7852 11.9588 13.0281 0.0 0.3 -0.4
H 4.2980 11.3980 10.6369 0.6 0.3 0.4
S 3.1339 9.1971 5.8873 -1.0 -1.5 0.1
Sb 4.3050 10.9503 5.8161 0.4 0.0 0.6
S 7.5311 11.7353 6.6600 0.5 0.2 -0.2
S 5.0631 11.1760 8.1481 0.1 0.3 1.0
S 4.9840 12.6160 4.7127 0.6 1.6 -1.1
C 7.3209 9.4244 9.7163 0.1 -0.2 -0.8
C 7.7425 8.2509 8.8929 0.8 1.1 0.7
C 8.9658 7.6325 9.1363 0.8 -0.9 -0.1
C 9.3201 6.4612 8.4235 -0.4 1.1 0.2
C 8.4854 6.0033 7.4008 0.4 0.9 0.6
C 7.3459 6.7370 7.0847 0.0 -1.6 -0.8
C 6.9682 7.8049 7.8541 -1.5 -0.2 -0.6
H 8.0777 9.6426 10.4665 0.2 0.3 0.5
H 6.3564 9.2858 10.1510 -0.6 -0.1 0.5
H 9.6683 8.0060 9.9057 -0.6 -0.2 -0.4
H 10.2640 5.9993 8.6719 -0.1 -0.3 -0.1
H 8.7057 5.1201 6.8407 0.3 -0.4 -0.2
H 6.7618 6.3196 6.2424 0.0 0.7 0.7
H 5.9755 8.2065 7.6972 0.0 0.4 -0.1
```
Forces are in eV/Å.

Properties
E   -3072.27300 Eh
Charge   +2
HOMO level (alpha / beta)   -14.58 / -14.58 eV

=====

Record 2
ORCA calculation (ωB97M-V with the def2-TZVPD basis set) on a 10-piece molecular cluster, H20O10 overall.

```
30
Properties=species:S:1:pos:R:3:forces:R:3
O 2.3306 -0.0849 1.9726 -0.2 -0.2 0.3
H 1.4466 0.0221 1.5942 0.2 0.1 -0.3
H 2.3286 0.4393 2.7780 0.1 0.1 -0.1
O -2.8700 -1.0748 -1.3041 0.0 0.0 0.0
H -3.3254 -1.4997 -2.0357 0.0 0.0 0.0
H -2.0642 -1.5867 -1.1705 0.0 -0.1 0.1
O -0.4978 -2.6085 -0.2672 -0.1 -0.1 -0.2
H -0.7589 -2.7434 0.6485 0.0 0.0 0.0
H -0.5687 -3.4811 -0.6700 0.0 0.0 0.0
O -0.3834 2.3215 3.5850 -0.1 0.0 -0.1
H -0.7144 1.4529 3.3052 0.1 0.1 0.2
H 0.5116 2.1623 3.8948 0.0 0.1 0.0
O -2.0550 3.6236 1.5747 0.0 -0.1 -0.1
H -1.7830 4.4471 1.1623 0.0 0.0 -0.1
H -1.2486 3.2645 1.9686 0.0 0.1 0.2
O -0.5988 -0.3633 2.7735 -0.1 -0.3 -0.1
H 0.0637 -0.8611 3.2672 0.1 0.0 -0.1
H -1.2757 -1.0069 2.5436 -0.2 0.1 0.1
O 1.1876 -0.8238 -3.3685 -0.2 0.0 -0.2
H 1.6101 -0.3731 -4.1070 0.2 -0.1 0.0
H 0.8751 -1.6538 -3.7411 0.0 0.0 0.0
O 0.7929 2.2058 -3.3727 0.1 0.0 -0.1
H 0.6966 2.2245 -4.3285 -0.1 0.0 0.0
H 0.8634 1.2724 -3.1392 -0.2 0.1 0.2
O 0.0896 0.5363 -0.2377 0.2 0.0 0.2
H -0.2167 -0.2121 -0.7571 0.0 0.0 0.0
H -0.5197 0.5841 0.5059 -0.2 0.1 -0.1
O 2.4144 -2.0007 -1.0325 0.1 -0.2 -0.1
H 1.7322 -1.5258 -1.5223 0.2 0.1 0.0
H 1.9375 -2.6569 -0.5201 -0.1 0.1 0.2
```
Forces are in eV/Å.

Properties
SMILES   O.O.O.O.O.O.O.O.O.O
E   -764.36605 Eh
HOMO level   -10.53 eV

=====

Record 3
ORCA calculation (ωB97M-V with the def2-TZVPD basis set) on an isolated ion of composition C4H9N2O2 and charge +1 at a distorted geometry.

```
17
Properties=species:S:1:pos:R:3:forces:R:3
C 1.2209 0.2333 0.6510 0.9 -3.1 1.1
C -0.0878 -0.5854 0.9103 2.1 -1.4 2.7
C -0.8387 1.6980 0.1262 -1.9 -0.7 -2.3
C -0.0085 -0.0414 -1.4353 -1.3 0.3 -2.4
N -0.0280 -2.0994 0.5148 -2.4 9.4 2.7
N 0.0254 0.4832 -0.0602 -1.5 0.2 -1.2
O -0.7479 -2.9158 1.0018 -2.1 -3.9 1.2
O 0.9061 -2.3208 -0.2629 4.1 -2.8 -3.3
H 1.6228 0.8395 1.4285 -0.2 0.8 0.2
H 1.9433 -0.4629 0.1884 -0.2 1.2 -0.3
H -0.4805 -0.3591 1.9480 -0.3 -0.6 -1.7
H -1.8653 1.3685 0.4178 0.8 0.0 -0.5
H -0.5426 2.3505 0.8749 1.2 1.0 1.4
H -0.8879 2.2231 -0.8752 0.1 -0.5 1.4
H -0.8491 -0.7721 -1.5189 0.9 0.4 0.1
H -0.3248 0.8099 -2.0668 0.5 -0.6 0.1
H 0.9426 -0.4490 -1.8424 -0.7 0.3 0.8
```
Forces are in eV/Å.

Properties
E   -417.21092 Eh
Charge   +1
HOMO level (alpha / beta)   -12.09 / -15.24 eV
Multiplicity   3

=====

Record 4
ORCA calculation (ωB97M-V with the def2-TZVPD basis set) on a single C4H10N2O molecule at a distorted geometry.

```
17
Properties=species:S:1:pos:R:3:forces:R:3
C 2.0428 -0.1916 -1.7804 -0.3 -0.1 -0.8
N 0.7606 0.0770 -1.1343 0.1 -0.4 0.4
C 0.8307 0.1353 0.3379 -1.5 0.5 -0.9
C -0.4734 0.7428 0.8790 -0.6 -0.8 -0.8
N -1.7024 -0.0056 0.5121 1.1 0.0 0.7
C -2.5705 -0.3779 1.5052 0.5 0.1 -1.4
O -2.4092 -0.0933 2.6629 -0.2 -0.1 0.7
H 2.3535 -1.2422 -1.7220 0.3 0.1 0.4
H 1.9398 -0.0063 -2.8526 -0.1 0.1 0.0
H 2.8188 0.4908 -1.4433 0.0 -0.1 0.3
H 0.1723 -0.7192 -1.3529 -0.1 0.1 -0.2
H 0.9112 -0.8528 0.7978 0.8 0.0 0.1
H 1.5949 0.8758 0.5580 0.4 -0.4 0.5
H -0.6248 1.7177 0.4160 0.4 0.4 0.7
H -0.4474 0.6597 1.9599 0.0 0.8 0.1
H -1.7764 -0.2671 -0.4563 -0.6 -0.1 0.1
H -3.4205 -0.9431 1.1130 -0.3 -0.2 0.1
```
Forces are in eV/Å.

Properties
SMILES   CNCCNC=O
E   -343.14507 Eh
HOMO level   -9.27 eV

=====

Result set for ΔE to the lowest compared entry with this formula, charge and spin: 200.06, 304.21, 483.17, 148.05 kJ/mol, one per record in the order listed.